# C2H7N3

A 2-piece molecular cluster, C2H7N3 overall (ωB97M-V/def2-TZVPD, the OMol25 dataset).

Results
2S+1: 2
Charge: -1
Energy: -6655.2927 eV
HOMO-LUMO gap (alpha / beta): 3.34 / 7.41 eV

XYZ file:
```
12
C2H7N3 ωB97M-V/def2-TZVPD
C 1.7175 -0.0266 1.2100
N 2.1214 -1.3055 1.3965
H 2.4406 0.6500 0.7584
H 0.6817 0.3304 1.1983
H 1.3657 -1.8534 1.7998
N -0.8098 -0.1214 -1.6523
C -1.5812 0.6794 -0.7939
N -2.0192 0.3831 0.3555
H -0.7083 0.3471 -2.5444
H 0.0928 -0.3705 -1.2474
H -1.8894 1.6111 -1.2630
H -1.4117 -0.3237 0.7826
```

---

# C25H32N2O6

C25H32N2O6 as an isolated structure (ωB97M-V/def2-TZVPD, the OMol25 dataset).

Results
Energy: -41684.1763 eV
HOMO-LUMO gap: 8.70 eV

XYZ file:
```
65
C25H32N2O6 ωB97M-V/def2-TZVPD
C -8.7163 0.4224 2.2551
C -7.3025 0.4264 2.2654
H -7.0303 0.3869 3.3062
H -6.8331 -0.5297 1.7852
O -6.6562 1.6276 1.3617
C -5.2258 1.6808 1.4119
C -4.2235 0.8795 2.1241
C -3.0409 0.9653 1.7286
C -2.5453 2.0078 0.9795
C -3.5030 2.9394 0.4351
C -4.8783 2.4780 0.6144
O -5.5829 3.4764 -0.1644
C -6.8862 3.4729 -0.6624
C -6.9652 2.1186 -1.5166
H -7.9248 2.0745 -2.1114
H -6.1239 2.4302 -2.2629
H -6.5727 1.4124 -1.0776
H -7.1816 4.2789 -0.9222
H -7.7361 2.9992 0.2645
H -3.1233 3.6566 -0.0488
N -1.1561 2.2180 0.8843
C -0.3923 2.9899 0.3721
O -0.9777 3.8380 -0.4689
C 1.0979 2.8784 0.5820
N 1.3936 1.5505 -0.4281
C 1.3715 0.5781 0.4910
O 0.9938 0.6828 1.5686
C 1.9916 -0.7678 -0.1199
C 3.5081 -0.6034 -0.5007
C 4.0070 -1.7032 -1.0003
C 3.2391 -3.0557 -1.1152
C 2.0110 -2.9876 -0.7203
C 1.3678 -1.8683 -0.0685
H 0.4710 -1.7704 0.2558
H 1.5269 -3.8844 -0.6041
O 3.6718 -4.3081 -1.4754
C 5.0141 -4.2101 -2.2685
C 6.2519 -4.0643 -0.8043
H 5.7460 -3.9983 -0.0559
O 7.0412 -3.0444 -1.2336
C 8.3424 -3.0851 -1.2098
C 8.6444 -4.6488 -0.4321
H 9.5029 -5.0805 -0.9604
H 8.6423 -4.2809 0.4246
C 7.2590 -5.3317 -1.1365
H 6.7839 -5.8932 -0.3718
H 7.2767 -5.5083 -2.0231
H 8.8463 -2.1922 -0.8506
H 8.5974 -3.3540 -2.5009
H 5.3032 -3.5508 -2.8411
H 5.0591 -5.2275 -2.6113
H 4.9824 -1.7432 -1.4456
H 3.7522 0.3292 -0.6317
C 1.7717 1.9327 -1.5313
H 1.7965 0.9517 -1.9497
H 2.6755 2.3086 -1.5772
H 0.9976 2.4122 -2.1866
H 1.3399 2.8559 1.5234
H 1.4805 3.7156 -0.0015
H -0.6900 1.6608 1.8184
H -2.3726 0.4303 2.2575
H -4.7412 0.0049 2.7027
H -9.0632 0.3573 1.0710
H -8.9433 -0.4726 2.7849
H -9.0242 1.4346 2.6213
```

---

# C25H64FGaN13O29

C25H64FGaN13O29 as an isolated structure (ωB97M-V/def2-TZVPD, the OMol25 dataset).

Results
Charge: -1
Energy: -160765.2955 eV
HOMO-LUMO gap: 5.33 eV

XYZ file:
```
133
C25H64FGaN13O29 ωB97M-V/def2-TZVPD
C 8.7551 -2.6465 3.1482
O 7.5904 -3.1297 2.4223
C 6.8976 -1.9296 1.9287
Ga 5.3738 -2.4163 0.5703
C 4.8187 -0.6367 -0.3155
C 4.1400 -0.7708 -1.7598
C 5.0929 -1.3621 -2.9025
F 6.4939 -1.2568 -2.6238
C 3.8456 -3.3670 1.5931
C 2.5131 -3.1944 0.7203
C 1.1550 -3.0859 1.5544
C 1.1896 -2.0309 2.7579
C 2.0833 -0.7324 2.4910
O 1.3351 0.5099 2.8207
C 0.8681 1.0141 1.5830
C 1.7469 1.8701 0.5567
O -0.3174 0.7206 1.2641
H 8.6877 -1.5230 3.3614
H 9.7147 -2.8509 2.5389
H 8.8470 -3.1543 4.1802
H 7.6606 -1.2094 1.4374
H 6.5022 -1.3750 2.8507
H 6.0613 -3.3522 -0.5333
H 4.1732 0.0277 0.3757
H 5.7900 -0.0333 -0.4728
H 3.8646 0.3008 -2.0924
H 3.1688 -1.3630 -1.7850
H 4.7971 -2.4511 -3.1290
H 4.8544 -0.7775 -3.8655
H 4.1029 -4.4916 1.5724
H 3.7896 -2.9454 2.6491
H 2.6173 -2.2294 0.1226
H 2.3757 -4.0332 -0.0569
H 0.2436 -2.9221 0.8660
H 0.9809 -4.1210 2.0347
H 1.4407 -2.5728 3.7314
H 0.1051 -1.6585 2.8914
H 2.9438 -0.7680 3.2526
H 2.4358 -0.6020 1.4199
H 2.8647 1.6347 0.7040
H 1.4990 1.4509 -0.4862
H 1.5462 2.9856 0.5954
C -0.8016 1.5111 5.2608
N -0.3268 1.9994 6.5821
O 0.7688 1.6262 6.9576
O -1.0758 2.7436 7.1978
H -0.0401 0.8637 4.8298
H -1.7264 0.9603 5.4276
H -0.9685 2.3825 4.6294
C 4.7139 3.0784 -3.8338
N 3.9914 3.0996 -2.5362
O 2.9124 3.6764 -2.4982
O 4.5296 2.5382 -1.6013
H 4.1220 3.6138 -4.5737
H 5.6705 3.5652 -3.6824
H 4.8411 2.0360 -4.1219
C 10.9053 -6.3556 2.3027
N 11.3908 -5.9196 3.6379
O 12.4940 -6.3073 3.9900
O 10.6480 -5.2050 4.2825
H 11.6646 -6.9842 1.8420
H 9.9825 -6.9134 2.4549
H 10.7318 -5.4599 1.7077
C -3.2942 0.0372 -0.4607
N -2.7312 -1.3156 -0.7038
O -2.4381 -1.6044 -1.8543
O -2.6027 -2.0413 0.2646
H -3.3517 0.5692 -1.4079
H -4.2858 -0.0929 -0.0315
H -2.6265 0.5516 0.2307
C -6.2934 -1.6955 -2.5851
N -6.9211 -0.4566 -2.0588
O -8.1148 -0.3016 -2.2556
O -6.1907 0.3195 -1.4638
H -7.0526 -2.2881 -3.0867
H -5.5130 -1.3957 -3.2855
H -5.8776 -2.2394 -1.7364
C -9.9686 1.9693 -2.3687
N -10.2343 3.2801 -3.0170
O -10.3286 4.2566 -2.2942
O -10.3395 3.2845 -4.2346
H -9.9000 2.1163 -1.2922
H -10.7980 1.3075 -2.6155
H -9.0303 1.5913 -2.7655
C -9.8431 6.1151 -5.1505
N -9.5762 6.5199 -6.5562
O -9.3531 5.6334 -7.3628
O -9.6000 7.7150 -6.8009
H -9.7899 5.0305 -5.0799
H -9.0819 6.5800 -4.5252
H -10.8393 6.4697 -4.8903
C -6.6413 2.6451 1.3695
N -7.9786 3.0657 0.8779
O -8.2524 4.2498 0.9413
O -8.7062 2.1877 0.4447
H -6.1058 3.5237 1.7230
H -6.7980 1.9360 2.1811
H -6.1161 2.1819 0.5348
C -6.2741 -5.9787 -1.0677
N -6.5449 -4.6717 -1.7210
O -6.6448 -3.6917 -0.9980
O -6.6476 -4.6737 -2.9349
H -6.2080 -5.8259 0.0074
H -7.0998 -6.6452 -1.3131
H -5.3314 -6.3543 -1.4631
C -0.7107 -3.7031 -3.6396
N 0.6603 -4.2551 -3.7945
O 0.9405 -5.2497 -3.1487
O 1.4063 -3.6691 -4.5600
H -1.2600 -4.3209 -2.9325
H -0.6154 -2.6846 -3.2674
H -1.1850 -3.7236 -4.6199
C 9.4628 3.0967 -3.5071
N 8.1043 3.4845 -3.9669
O 7.7948 4.6619 -3.8793
O 7.3952 2.5939 -4.3991
H 9.9786 3.9855 -3.1497
H 9.3425 2.3707 -2.7039
H 9.9856 2.6624 -4.3579
C -0.1468 3.9816 -1.2779
N -1.4848 4.4048 -1.7673
O -1.7576 5.5910 -1.7009
O -2.2150 3.5296 -2.2010
H 0.3909 4.8586 -0.9232
H -0.3041 3.2716 -0.4675
H 0.3783 3.5194 -2.1128
C -2.7913 1.8899 9.3883
N -4.2144 2.0280 9.7952
O -4.5345 1.5760 10.8819
O -4.9602 2.5855 9.0090
H -2.2486 1.3773 10.1799
H -2.7680 1.3106 8.4675
H -2.3944 2.8911 9.2348
```